DFT (ωB97M-V/def2-TZVPD) results for a single C3H4N2OS molecule at a distorted geometry.

Atoms and positions in Å:
H  1.105184  1.728666  -1.172131
N  0.170743  1.999907  -0.931937
C  -0.503678  1.137709  -0.324674
N  -0.056835  -0.115194  0.169080
C  -1.066393  -0.965944  0.580830
O  -2.251440  -0.820387  0.381187
C  1.251677  -0.584025  0.188216
S  1.689386  -2.109132  0.168549
H  -1.547643  1.302666  -0.103151
H  -0.676754  -1.848334  1.095276
H  1.885753  0.274067  -0.051244

Cartesian forces, eV/Å:
0.7 -0.2 0.0
-0.6 0.4 -0.3
0.6 0.2 0.1
-0.6 -0.2 0.2
-1.3 -1.3 0.3
0.8 0.4 0.1
-0.8 1.9 -1.5
0.7 -0.9 0.4
-0.1 0.0 0.1
0.0 0.0 0.1
0.5 -0.4 0.5

Energy relative to the best compared isomer or geometry (same formula, charge and spin) ... 1.3751 eV
HOMO level ... -0.352 Ha
Largest force on an atom ... 2.49 eV Å⁻¹
SMILES string ... [H]/N=C\N(C=O)C=S
Multiplicity ... 1
Net charge ... 0

List of Löwdin charges in e, atom by atom: number 1, H, carries 0.032; number 2, N, carries 0.136; number 3, C, carries -0.210; number 4, N, carries -0.104; number 5, C, carries -0.309; number 6, O, carries 0.068; number 7, C, carries -0.659; number 8, S, carries 0.758; number 9, H, carries 0.123; number 10, H, carries 0.095; number 11, H, carries 0.069